Entry 1:
Here is 2 unconnected molecules or ions with the total composition C6H14O in a non-equilibrium geometry from OMol25. Energies are from ωB97M-V/def2-TZVPD.

Last columns: bonded neighbours and bond lengths (Å).
CARTESIAN COORDINATES (ANGSTROEM)
1 C -0.291 0.261 2.300  C2 1.330, H7 1.081, H8 1.082
2 C 0.028 0.382 1.015  C1 1.330, C3 1.513, C5 1.517
3 C 0.439 1.703 0.403  C2 1.513, C4 1.524, H9 1.096, H10 1.095
4 C 0.109 2.931 1.241  C3 1.524, H11 1.089, H12 1.089, H13 1.085
5 C 0.257 -0.801 0.093  C2 1.517, C6 1.511, H14 1.089, H15 1.099
6 C -0.431 -2.088 0.483  C5 1.511, H16 1.086, H17 1.085, H18 1.096
7 H -0.550 1.088 2.946  C1 1.081
8 H -0.447 -0.737 2.687  C1 1.082
9 H -0.121 1.832 -0.530  C3 1.096
10 H 1.513 1.685 0.189  C3 1.095
11 H -0.964 3.089 1.341  C4 1.089
12 H 0.500 3.845 0.794  C4 1.089
13 H 0.549 2.907 2.233  C4 1.085
14 H 1.328 -0.955 -0.031  C5 1.089
15 H -0.078 -0.408 -0.877  C5 1.099
16 H 0.012 -2.503 1.383  C6 1.086
17 H -0.437 -2.817 -0.321  C6 1.085
18 H -1.485 -1.928 0.737  C6 1.096
19 O 0.378 -2.321 -5.413  H20 0.962, H21 0.962
20 H -0.329 -2.438 -6.054  O19 0.962
21 H 0.019 -2.727 -4.618  O19 0.962

Charge: 0
LUMO level in eV: 0.71
HOMO in eV: -9.3
SMILES string: C=C(CC)CC.O

Entry 2:
Here is a single C6H14O molecule in a non-equilibrium geometry from OMol25. Energies are from ωB97M-V/def2-TZVPD.

Last columns: bonded neighbours and bond lengths (Å).
CARTESIAN COORDINATES (ANGSTROEM)
1 C -0.490 2.459 1.554  O2 1.408, H8 1.103, H9 1.103, H10 1.094
2 O 0.106 1.572 0.638  C1 1.408, C3 1.408
3 C -0.306 0.235 0.801  O2 1.408, C4 1.560, H11 1.107, H12 1.108
4 C 0.195 -0.647 -0.384  C3 1.560, C5 1.551, C6 1.523, C7 1.553
5 C -0.112 -2.109 0.030  C4 1.551, H13 1.100, H14 1.095, H15 1.099
6 C -0.643 -0.302 -1.608  C4 1.523, H16 1.095, H17 1.096, H18 1.096
7 C 1.669 -0.382 -0.796  C4 1.553, H19 1.096, H20 1.100, H21 1.096
8 H -0.223 2.228 2.599  C1 1.103
9 H -1.589 2.458 1.469  C1 1.103
10 H -0.117 3.457 1.308  C1 1.094
11 H -1.412 0.180 0.799  C3 1.107
12 H 0.001 -0.137 1.798  C3 1.108
13 H 0.266 -2.409 1.019  C5 1.100
14 H 0.272 -2.829 -0.699  C5 1.095
15 H -1.201 -2.249 0.076  C5 1.099
16 H -0.459 0.746 -1.868  C6 1.095
17 H -1.713 -0.480 -1.450  C6 1.096
18 H -0.287 -0.906 -2.450  C6 1.096
19 H 1.900 0.678 -0.642  C7 1.096
20 H 1.716 -0.536 -1.884  C7 1.100
21 H 2.434 -1.021 -0.339  C7 1.096

Charge: 0
LUMO level in eV: 0.95
HOMO in eV: -9.8
SMILES string: COCC(C)(C)C

Across the entries above, HOMO-LUMO gap takes the values 10.002, 10.759 eV, respectively.
Across the entries above, electronic energy takes the values -312.2188, -312.2242 hartree, respectively.
Across the entries above, energy above the lowest of the compared OMol25 structures with the same formula, charge and spin takes the values 22.7, 19.4 kcal/mol, respectively.